Entry from the Open Molecules 2025 dataset: a cluster of 13 separate species, C70H77F9O12 in total (ωB97M-V/def2-TZVPD).

Output
charge = +1
2S+1 = 2
HOMO-LUMO gap (spin up / spin down) = 7.13 / 2.78 eV
total energy = -4514.8612 hartree
HOMO level (spin up / spin down) = -10.69 / -10.69 eV

Geometry as XYZ:
```
168
Properties=species:S:1:pos:R:3:forces:R:3:lowdin_charge:R:1
C 4.54596 -2.62288 -6.02760 -0.38 0.77 -0.41 -0.06
C 5.00380 -1.35253 -5.36356 -0.64 -0.38 0.78 -0.23
O 5.51146 -1.67917 -4.07448 0.28 0.33 2.02 0.02
C 4.70344 -1.62719 -2.96805 -1.51 0.23 -2.59 -0.57
O 3.49127 -1.48884 -2.95583 0.94 0.06 -0.26 0.10
O 5.44246 -1.78688 -1.92898 3.48 -0.01 -1.82 0.03
C 4.97675 -1.84406 -0.66629 -1.46 -0.93 1.48 -0.07
H 3.88441 -3.23019 -5.40986 0.10 0.10 0.09 0.09
H 5.41409 -3.19062 -6.36246 -0.29 -0.11 -0.15 0.09
H 3.95854 -2.19866 -6.84189 0.00 -0.75 -0.65 0.07
H 4.20859 -0.62216 -5.21423 -0.11 0.03 -0.26 0.10
H 5.80376 -0.91029 -5.95735 0.09 0.13 0.38 0.13
H 4.85826 -0.83077 -0.28252 -0.19 -0.21 0.42 0.09
H 5.67965 -2.45588 -0.10086 0.11 0.40 0.15 0.10
H 4.05806 -2.42810 -0.72115 -0.51 0.42 0.67 0.11
C -5.66665 0.77136 -3.74236 0.68 -0.28 -1.30 -0.06
C -5.88231 -0.75682 -3.68283 0.40 0.76 1.76 -0.14
O -4.73432 -1.59511 -4.08861 -1.98 0.77 -0.65 0.06
C -3.62083 -1.61008 -3.38629 -0.37 2.81 2.82 -0.59
O -3.38737 -0.90244 -2.37964 -0.21 -1.58 -2.07 0.06
O -2.82916 -2.44433 -3.95466 -0.90 -1.01 -1.95 0.03
C -1.51348 -2.60980 -3.63392 1.94 -0.62 1.96 -0.04
H -5.57538 1.04086 -4.79458 -0.07 0.08 -0.23 0.07
H -4.74167 1.14869 -3.30633 -0.14 -0.42 0.47 0.04
H -6.50556 1.36466 -3.37861 -0.11 -0.43 0.28 0.08
H -6.79390 -0.99772 -4.22969 0.69 -0.49 -0.66 0.12
H -6.13963 -1.02376 -2.65782 0.31 -0.16 0.17 0.11
H -1.03793 -1.68981 -3.29397 0.08 0.13 -0.49 0.09
H -0.98465 -3.13720 -4.42782 -0.20 0.53 -0.25 0.11
H -1.44443 -3.26796 -2.76779 -0.01 -0.19 0.23 0.10
C 0.55532 7.30311 -1.39200 0.03 -0.64 0.12 -0.05
C 0.77803 5.98460 -2.11689 1.07 0.67 -0.51 -0.25
O -0.41895 5.24564 -2.26535 -1.49 -0.77 -0.96 0.01
C -0.55212 4.37917 -3.32117 2.08 -0.53 0.37 -0.49
O 0.31158 4.22198 -4.17364 -1.96 0.14 1.05 0.12
O -1.67259 3.64958 -3.11117 0.77 1.63 0.90 0.00
C -1.98768 2.54174 -3.89370 0.09 -0.81 -1.85 -0.07
H -0.17785 7.92030 -1.91129 -0.09 -0.10 0.17 0.09
H 1.50705 7.83431 -1.40355 0.00 0.03 0.07 0.08
H 0.28478 7.11873 -0.35233 -0.24 0.32 -0.01 0.06
H 1.49830 5.34866 -1.60222 0.05 -0.01 0.20 0.13
H 1.25122 6.25560 -3.06067 -0.34 -0.47 -0.36 0.12
H -1.42195 2.50137 -4.82452 0.15 0.41 -0.03 0.09
H -3.03643 2.61031 -4.18268 -0.04 -0.06 0.32 0.10
H -1.75594 1.57912 -3.43790 -0.20 0.27 0.63 0.07
C -3.82196 -2.91995 1.64783 1.16 0.48 0.12 -0.04
C -2.89024 -3.92197 0.92349 -0.83 0.02 1.99 -0.22
O -3.32347 -3.98933 -0.38762 0.05 -0.12 -1.98 0.03
C -3.08093 -5.10873 -1.08257 -0.25 -2.64 0.66 -0.57
O -2.42094 -6.08010 -0.74408 -0.11 1.76 -0.11 0.12
O -3.87913 -5.11639 -2.13452 -1.14 2.22 0.55 0.00
C -3.82768 -6.06877 -3.13776 1.25 -1.15 -0.93 -0.05
H -3.48073 -1.92744 1.35358 -0.08 0.28 -0.08 0.04
H -3.62461 -2.99545 2.71715 -0.11 -0.11 0.14 0.06
H -4.89918 -2.92047 1.48143 0.14 -0.71 -0.27 0.09
H -2.94910 -4.90667 1.38717 0.01 -0.08 -0.04 0.13
H -1.86059 -3.58144 1.03279 0.07 0.05 -0.29 0.12
H -3.49249 -7.03522 -2.76130 -0.02 0.02 0.07 0.10
H -3.09479 -5.69991 -3.85534 0.00 -0.29 -0.31 0.10
H -4.78011 -6.19709 -3.65206 -0.10 0.40 0.44 0.10
F -1.01805 -4.05748 3.57270 0.29 0.07 0.56 0.04
C 0.09741 -3.83103 4.33044 0.73 0.97 -1.19 -0.28
C 1.17761 -3.21876 3.70303 0.60 0.37 -0.45 0.00
C 2.39254 -2.99510 4.37779 -1.61 -1.11 0.54 -0.05
C 2.43857 -3.47579 5.68068 0.52 -0.34 0.30 -0.10
C 1.33846 -4.04123 6.33118 0.82 0.44 -0.30 -0.06
C 0.15203 -4.17413 5.64949 -0.95 -0.91 0.29 -0.04
H 1.11162 -2.97487 2.65300 -0.20 0.08 -0.13 0.11
H 3.29742 -2.59396 3.94577 -0.21 0.08 -0.37 0.09
H 3.41840 -3.54971 6.12887 0.00 0.33 0.45 0.10
H 1.42840 -4.41720 7.33962 0.03 0.01 0.03 0.11
H -0.68753 -4.70588 6.07230 -0.14 0.08 0.22 0.12
F 3.60802 2.56794 -7.49571 -0.15 0.23 -0.27 0.06
C 3.93001 2.43276 -6.19429 -0.55 -0.72 -0.85 -0.31
C 5.24338 2.27833 -5.89586 1.05 0.26 1.63 -0.02
C 5.59808 2.13087 -4.52215 -0.86 -0.23 -2.01 -0.05
C 4.56149 2.02933 -3.59835 0.76 -0.39 0.39 -0.11
C 3.21944 2.10129 -3.95060 0.74 0.14 -0.73 -0.07
C 2.90692 2.29385 -5.29867 -0.90 0.51 1.39 -0.01
H 5.94090 2.30732 -6.71990 0.29 0.04 0.17 0.12
H 6.65171 2.00676 -4.32002 -0.07 0.03 0.51 0.11
H 4.80843 1.79148 -2.57421 0.09 0.22 0.23 0.10
H 2.49721 2.02028 -3.15172 -0.34 0.00 -0.29 0.09
H 1.88378 2.45245 -5.60596 -0.07 -0.14 -0.13 0.11
F 0.33182 -0.20391 2.75553 -0.31 0.26 0.29 0.03
C 0.50241 0.00595 1.43189 -0.18 -0.48 -1.38 -0.32
C -0.56313 0.01431 0.55030 -1.11 0.17 -0.84 -0.01
C -0.36928 0.08468 -0.83905 1.05 0.43 0.70 -0.05
C 0.91991 0.24434 -1.32909 0.71 0.16 0.41 -0.07
C 2.02733 0.27928 -0.46222 -2.01 -0.78 0.81 -0.03
C 1.77146 0.07950 0.93584 1.89 0.64 -1.49 0.00
H -1.60269 0.05467 0.84030 -0.10 -0.29 0.59 0.09
H -1.16439 0.08226 -1.56993 -0.45 -0.11 0.39 0.07
H 1.05988 0.36667 -2.39298 0.13 -0.15 -0.10 0.08
H 3.00376 0.32224 -0.92171 0.15 0.12 0.43 0.08
H 2.61540 0.02920 1.60788 0.07 0.00 0.20 0.10
F -2.42582 0.09807 7.85338 -1.00 0.00 -3.56 0.12
C -2.74130 0.11312 6.49685 1.47 -0.86 2.07 -0.10
C -2.07698 -0.80536 5.61033 -0.72 0.79 -1.21 0.08
C -2.34620 -0.63603 4.25083 0.64 -0.81 0.62 0.01
C -3.36020 0.22584 3.74786 1.35 -0.29 0.29 0.05
C -4.01493 1.01711 4.65334 -0.97 1.56 2.37 -0.01
C -3.67243 1.05157 6.01106 -0.89 -0.06 -1.05 0.08
H -1.39362 -1.56976 5.94959 0.21 0.19 0.18 0.13
H -1.76543 -1.14687 3.49706 0.12 -0.47 0.25 0.10
H -3.56178 0.39842 2.70098 0.08 -0.44 -0.25 0.11
H -4.78211 1.66918 4.26265 -0.14 0.20 0.27 0.11
H -4.16526 1.71200 6.70916 0.01 0.10 0.00 0.14
F -3.11561 5.95422 3.71960 0.05 -0.14 -0.13 0.07
C -2.28902 5.07558 3.12093 0.43 1.02 -1.15 -0.31
C -1.55046 5.47801 2.01948 -0.24 1.73 -0.28 0.00
C -0.63862 4.68975 1.32016 -1.32 0.01 2.08 -0.04
C -0.48560 3.42841 1.87527 0.18 -1.03 -0.21 -0.06
C -1.26911 2.94635 2.96289 0.75 1.32 -1.16 -0.05
C -2.18610 3.81339 3.56135 0.04 -2.40 0.75 -0.04
H -1.70212 6.51862 1.77348 0.03 0.19 -0.36 0.12
H -0.07417 5.08471 0.48841 -0.03 -0.24 0.02 0.09
H 0.26997 2.84714 1.36768 -0.03 -0.71 0.36 0.10
H -1.13504 1.95940 3.38045 0.16 -0.16 -0.19 0.08
H -2.82130 3.41613 4.33925 -0.02 0.30 0.28 0.10
F 5.09854 0.90815 2.58952 -0.05 -0.63 0.24 0.05
C 5.36430 -0.24913 3.26792 -0.06 1.45 0.12 -0.28
C 5.08118 -0.32172 4.60391 -0.52 -0.16 1.05 -0.03
C 5.36478 -1.48735 5.30625 0.01 -0.77 -1.08 -0.09
C 5.97511 -2.57377 4.63406 -0.41 0.86 0.39 -0.08
C 6.30991 -2.42896 3.29105 -0.25 -0.45 1.14 -0.07
C 5.97794 -1.26730 2.62756 0.86 -0.83 -1.59 -0.03
H 4.56435 0.46288 5.13652 0.07 0.31 -0.23 0.11
H 4.95909 -1.56164 6.30440 0.41 -0.15 0.24 0.10
H 6.15567 -3.51960 5.12315 0.08 0.05 0.19 0.11
H 6.81167 -3.25826 2.81473 -0.01 0.12 -0.33 0.11
H 6.23826 -1.19172 1.58213 -0.02 0.28 0.01 0.10
F -0.09157 2.28361 9.45777 -0.01 -0.25 -1.27 0.05
C 0.56782 1.58756 8.48330 1.66 -0.80 1.48 -0.26
C 0.29221 1.63153 7.14132 -0.74 0.67 -0.07 -0.05
C 1.00504 0.85386 6.23077 0.44 -0.31 0.55 -0.06
C 2.08117 0.05970 6.67258 -1.30 0.25 -0.27 -0.08
C 2.40619 0.07388 8.01817 -0.01 0.94 0.09 -0.07
C 1.66083 0.83630 8.92893 -0.10 -0.42 -0.39 0.01
H -0.46608 2.33926 6.84047 -0.22 -0.03 -0.37 0.11
H 0.71655 0.90274 5.19117 0.14 -0.08 -0.16 0.09
H 2.56920 -0.63169 6.00160 0.19 0.24 -0.16 0.07
H 3.34481 -0.37355 8.31004 -0.19 -0.41 0.39 0.11
H 1.90780 0.80257 9.97977 0.01 0.21 0.06 0.12
F -6.21992 2.33254 2.74373 0.00 -0.03 -0.41 0.02
C -5.48651 2.14866 1.59420 0.19 0.97 0.87 -0.30
C -5.45275 0.90485 1.03786 0.06 -0.79 -0.60 -0.04
C -4.55389 0.68723 0.00353 -0.84 -0.50 0.39 -0.07
C -3.75478 1.72313 -0.46490 0.20 -2.62 -1.40 -0.11
C -3.84722 2.94677 0.03718 -0.49 2.79 2.74 -0.04
C -4.70421 3.19295 1.16575 0.59 -0.65 -0.66 0.03
H -6.10319 0.11755 1.38925 -0.05 -0.06 0.09 0.12
H -4.55498 -0.30769 -0.41663 0.41 0.06 -0.31 0.09
H -3.03984 1.50918 -1.24561 -0.03 -0.02 -0.16 0.09
H -3.14829 3.69394 -0.30869 -0.16 0.34 0.03 0.11
H -4.70263 4.04538 1.82889 0.11 0.51 -0.55 0.11
F -0.20811 0.32968 -4.64205 0.37 -0.73 -0.50 0.03
C -0.24039 -0.52871 -5.70859 1.42 -0.33 -0.59 -0.27
C 0.89925 -1.22096 -6.17062 -0.70 0.80 0.73 0.00
C 0.78321 -2.01296 -7.29455 -0.89 -1.18 -0.93 -0.07
C -0.45073 -2.22495 -7.99152 0.87 1.54 1.58 -0.04
C -1.50820 -1.48576 -7.47699 -0.61 -1.25 -1.33 -0.09
C -1.40504 -0.67477 -6.39255 -0.60 1.28 1.25 -0.05
H 1.84881 -1.13685 -5.66301 0.05 0.07 0.12 0.10
H 1.65748 -2.57343 -7.59105 0.13 0.05 -0.19 0.09
H -0.59466 -2.81109 -8.88714 0.36 -0.19 0.14 0.10
H -2.50069 -1.56246 -7.89591 -0.02 -0.08 -0.35 0.11
H -2.25307 -0.09290 -6.06292 -0.24 -0.04 0.05 0.12
```
Positions in Å, forces in eV/Å.